The following is a quantum chemistry calculation of a structure of composition C34H35N5O3PRuS in a non-equilibrium geometry, from the Open Molecules 2025 dataset.

Structure (ORCA input):
```
! wB97M-V def2-TZVPD RIJCOSX def2/J DEFGRID3
* xyz 2 2
C -0.718 2.118 2.870
C -1.121 3.082 0.908
H 2.063 -1.487 3.635
S -1.821 4.252 1.966
C -1.444 3.032 -3.263
H -1.762 -4.665 0.464
C 2.494 -0.503 3.827
H 3.592 2.554 -3.038
C 1.378 -0.534 -2.786
H -0.314 -3.715 -1.149
H -2.389 -2.543 -1.635
H -5.500 1.286 -2.310
C -1.153 2.552 5.577
C -3.273 0.952 0.190
H 4.010 -2.563 0.717
H -2.116 4.388 5.008
C -1.185 3.145 -0.520
C -2.458 -3.623 2.213
C 2.044 1.519 -1.995
H 3.489 2.611 2.168
C -1.902 -1.639 -2.013
H 0.235 0.299 3.438
Ru -0.076 0.301 0.009
C 2.293 -0.459 -3.828
H -0.673 1.048 -3.120
C 3.156 2.674 1.134
O 2.840 0.174 2.602
H 2.191 3.184 1.087
H 3.841 0.720 -4.725
N 1.268 0.426 -1.873
N -2.434 0.056 -0.343
C -1.740 -3.745 1.034
H 3.424 -0.620 4.374
C -0.939 1.938 -2.567
C -0.789 1.996 -1.191
P 2.125 0.239 1.186
N -0.594 2.043 1.484
C -1.599 3.498 4.676
C -0.484 1.405 5.136
C -1.803 4.193 -2.589
N -0.488 -1.640 -1.595
C -1.372 3.268 3.321
C 2.984 1.661 -2.990
C -1.678 4.250 -1.216
H -1.969 5.147 -0.680
C -1.645 -1.392 2.382
H 2.343 -1.257 -4.557
C -4.649 0.928 -1.745
N -0.940 -1.512 1.254
C 4.008 -1.510 0.450
C -0.988 -2.672 0.586
C -4.394 1.411 -0.469
H -1.982 -1.679 -3.098
O 2.627 -1.064 0.422
H -0.103 -1.749 -3.665
H -3.048 -4.450 2.586
H -3.033 1.300 1.187
H 1.036 -2.621 -2.674
H 3.891 3.218 0.550
C 3.117 0.645 -3.925
C -2.409 -2.422 2.900
H -2.951 -2.280 3.825
H -5.045 2.136 -0.001
H 1.819 0.102 4.415
H 4.592 -0.945 1.173
H 0.878 -2.644 -0.384
H -1.601 -0.437 2.882
C -0.268 1.183 3.792
H -1.322 2.700 6.634
H -4.009 -0.460 -3.254
H 1.869 2.305 -1.281
C -2.725 -0.469 -1.534
H -2.186 5.045 -3.136
H 4.429 -1.373 -0.542
C 0.441 -1.706 -2.721
O 3.061 1.359 0.549
H -1.555 2.976 -4.338
C -0.173 -2.744 -0.663
H -0.142 0.681 5.866
C -3.814 -0.040 -2.275
*
```

Output
Total energy = -2650.11319 Eh
ΔE to the lowest compared entry with this formula, charge and spin = 0.587 eV
HOMO energy (spin up / spin down) = -13.39 / -13.54 eV
Orbital gap (spin up / spin down) = 7.265 / 7.791 eV
M = 725.8 Da
Largest force on an atom = 0.062 Eh/bohr

=====

The following is a quantum chemistry calculation of a structure of composition C34H35N5O3S2Zr, from the Open Molecules 2025 dataset.

Structure (ORCA input):
```
! wB97M-V def2-TZVPD RIJCOSX def2/J DEFGRID3
* xyz 0 1
C -1.745 -3.484 -2.913
C 1.301 -3.932 1.075
H -1.935 -2.355 0.268
H 3.533 -0.738 -0.693
H -3.682 5.132 1.355
C -1.770 2.558 2.487
H 2.939 -0.841 5.229
C 2.830 -0.372 3.149
H 3.652 -1.029 2.922
O -3.736 -0.986 -0.997
H -1.856 2.823 -2.243
C 1.006 1.112 2.475
C -2.105 4.182 0.266
S 1.499 0.620 -2.080
H -2.284 4.769 -0.624
H 2.418 0.496 -4.732
C 1.074 -2.758 0.370
H 1.877 -0.951 -6.645
C 1.442 0.633 4.809
N 2.521 0.308 0.772
C -1.337 -2.691 -1.818
C 2.443 -0.252 4.473
H -1.310 -3.953 -0.115
H -2.495 -4.251 -2.760
Zr -0.076 0.206 -0.249
H 0.753 4.793 -0.931
C 0.912 -5.300 3.064
H 1.890 -4.743 0.648
C 0.736 -4.083 2.346
C -2.919 4.362 1.374
H 3.168 -1.698 0.735
C -0.189 -1.857 2.230
H 3.422 1.672 -0.543
C 0.953 3.744 -0.707
C -0.847 2.445 1.458
C -0.855 3.237 -2.166
C -1.200 -3.281 -4.144
H 2.541 2.405 0.798
C 1.049 -0.443 -3.392
H -0.750 -1.062 2.714
H -3.458 3.590 3.308
H -5.028 1.126 0.116
S -2.985 0.140 -0.548
O -2.203 -0.089 0.679
H -0.886 4.306 -2.408
C 1.678 -0.282 -4.612
C 0.737 1.315 3.822
O -1.962 0.642 -1.493
N 1.060 -6.313 3.586
H -1.482 -3.895 -5.001
H -2.928 -3.470 -0.673
C 0.089 -1.475 -3.206
C -1.103 3.213 0.287
H -0.225 2.742 -2.901
H 4.122 1.674 1.081
C -2.769 3.534 2.472
H -4.182 2.003 -1.222
C 0.002 -3.047 2.938
H -0.044 1.979 4.168
H -0.404 -3.186 3.931
H 1.502 -2.666 -0.623
H 1.149 0.770 5.852
C -0.226 -2.286 -4.334
C -4.067 1.488 -0.272
C 0.314 -1.691 0.924
N 0.182 1.499 1.410
H 4.482 -0.526 0.773
C 2.144 0.322 2.159
C 3.478 -0.732 0.397
H 0.149 -2.690 -6.442
N -0.485 -1.690 -1.975
C 1.365 -1.106 -5.706
C -1.904 -3.125 -0.489
H -1.783 1.843 3.291
C 0.416 -2.078 -5.576
H 1.325 3.659 0.308
N -0.276 2.958 -0.857
H 1.714 3.366 -1.401
H -3.575 2.138 0.458
C 3.198 1.603 0.515
*
```

Output
Total energy = -2659.67916 Eh
ΔE to the lowest compared entry with this formula, charge and spin = 0.000 eV
HOMO energy = -7.50 eV
Orbital gap = 7.345 eV
M = 717.0 Da
Largest force on an atom = 0.019 Eh/bohr

=====

The following is a quantum chemistry calculation of a structure of composition C34H35N5O4PS2Se2Ti, from the Open Molecules 2025 dataset.

Structure (ORCA input):
```
! wB97M-V def2-TZVPD RIJCOSX def2/J DEFGRID3
* xyz 1 1
H -3.135 4.883 -3.149
C -3.668 2.204 -1.137
C 6.186 0.891 1.983
Ti -0.678 -0.273 -0.066
H 5.968 1.162 5.348
C -2.950 3.939 -2.660
C 2.957 -4.047 -3.985
C -0.423 1.193 -2.696
H 4.589 0.318 0.676
O -0.166 -1.963 -0.925
H -5.142 2.642 3.567
N 0.783 -0.753 -2.610
S -1.230 -2.821 1.919
C -1.929 2.747 2.335
H 3.644 0.509 4.856
C 2.200 -2.977 -3.560
C 0.654 -1.878 -1.979
H 3.522 -6.080 -3.574
C 2.725 -4.301 2.558
H -2.672 -2.072 5.133
H 1.654 2.251 -0.078
H 2.744 -5.588 4.273
C 4.364 0.597 4.052
C 6.579 1.123 3.291
C 0.009 2.793 0.917
C -1.805 3.227 -2.932
O -1.117 -1.333 1.478
P 2.250 -0.206 2.494
Se 1.941 -0.130 0.294
C 2.589 -3.000 2.096
C -2.580 -2.717 4.260
C -3.886 3.414 -1.761
H 2.114 -6.258 -1.547
H 2.265 -3.757 5.866
H -0.657 -1.696 3.861
S -0.705 3.935 1.983
H 2.684 -2.798 1.039
C 1.411 -3.059 -2.406
C -3.028 2.999 3.316
C -3.010 -3.062 1.906
C -1.547 2.008 -2.291
C -2.491 1.499 -1.380
C -4.374 2.485 2.812
H -0.484 -3.449 4.092
C 5.666 0.975 4.326
C -1.144 -2.667 3.722
N -0.058 0.168 -2.016
N 1.106 3.062 0.197
H 2.203 -2.046 -4.108
H 0.073 1.381 -3.647
Se 0.882 0.849 3.717
N -1.779 1.654 1.685
C 2.354 -3.548 4.809
H 6.894 1.006 1.175
C 1.387 -4.262 -1.688
H -2.826 -3.733 4.573
H -3.375 -2.725 0.936
H 2.913 -5.098 1.853
H -3.426 -1.221 2.935
C -3.509 -2.293 3.122
H -4.671 3.011 1.905
H 0.157 -3.634 -0.397
H -4.384 1.784 -0.445
H -3.080 4.067 3.529
O -2.271 0.339 -0.743
N -0.676 1.665 0.862
C 2.934 -5.232 -3.251
H -4.553 -2.526 3.328
C 4.882 0.505 1.703
C 2.622 -4.574 3.914
C 2.315 -1.966 2.991
H -1.085 3.598 -3.650
C 2.186 -2.252 4.351
H -4.318 1.422 2.585
C 2.156 -5.341 -2.117
H -4.796 3.961 -1.556
H -3.165 -4.139 1.999
H 1.928 -1.457 5.042
O 0.645 -4.454 -0.577
H 1.637 3.878 0.453
H -2.756 2.505 4.252
H 3.561 -3.967 -4.876
C 3.966 0.356 2.737
H 7.596 1.423 3.505
*
```

Output
Total energy = -8681.43637 Eh
HOMO energy = -10.20 eV
Orbital gap = 6.842 eV
M = 878.6 Da
Largest force on an atom = 0.007 Eh/bohr

=====

The following is a quantum chemistry calculation of a structure of composition C34H36AsCl4N3O3PdS in a non-equilibrium geometry, from the Open Molecules 2025 dataset.

Structure (ORCA input):
```
! wB97M-V def2-TZVPD RIJCOSX def2/J DEFGRID3
* xyz 0 3
C 3.496 -5.038 -0.586
H 0.046 -0.573 -3.446
C -3.616 -0.015 -1.210
H 1.105 4.120 1.957
C -6.263 0.846 -1.598
H -5.652 1.347 -3.627
H 3.412 -1.162 5.038
H -1.731 -0.476 3.992
Cl 3.426 -6.724 -0.343
H 2.422 3.092 4.647
C 2.675 -0.371 5.181
H -2.232 -5.051 -3.591
C 2.297 -2.931 -0.897
C -0.129 -2.510 -4.455
H 1.047 2.073 4.866
H -4.221 -0.338 0.845
H 0.169 5.209 -2.245
C -2.084 -3.147 -2.615
H -3.327 0.458 -3.266
H 4.747 2.153 4.025
As -1.812 -0.671 -1.038
Cl 0.782 -5.156 -0.752
H 0.513 4.901 -3.860
C 3.668 -2.242 -0.948
H 0.650 -2.295 -5.202
N 1.214 3.571 -0.589
C -5.818 0.536 -0.327
C -1.804 -1.457 0.729
H -2.012 -4.425 2.355
C -1.538 4.605 -3.389
O 1.280 -2.132 -0.856
C -1.920 -2.526 3.349
C -1.819 -1.151 3.144
C -4.035 0.486 -2.458
C -1.858 -2.820 0.984
H 1.759 -0.839 4.776
C 2.632 0.878 3.086
H 4.754 1.418 5.659
C -1.807 -0.617 1.852
H -0.762 4.443 -0.378
C 4.466 1.250 4.598
H 2.525 -0.306 6.281
H -0.593 4.505 2.138
O -0.437 0.334 -1.063
C -0.452 -1.589 -3.466
H 0.458 2.541 -3.523
C -1.923 -3.363 2.257
O 3.626 -0.932 -1.070
C 2.124 2.142 5.105
H -0.401 -4.481 -5.221
H 0.484 5.616 1.256
H -2.214 4.653 -2.519
H -1.884 3.705 -3.975
C -0.075 4.495 -3.018
N 2.256 0.782 1.969
H -2.976 -3.358 -1.998
C 2.964 0.983 4.520
C -0.041 3.789 0.144
C 1.239 2.822 -1.740
C -1.372 -1.935 -2.490
C -4.532 0.030 -0.144
H -0.572 2.855 0.359
H 2.214 2.177 6.192
C 0.258 4.566 1.448
H -7.308 1.052 -1.762
H 1.965 3.207 0.055
Cl 6.429 -2.381 -0.969
H -6.446 0.694 0.557
Pd 1.655 -0.089 -1.072
C 4.741 -4.419 -0.678
H -1.705 5.514 -3.976
H -1.791 -3.527 0.156
C -5.342 0.940 -2.657
H 5.089 0.427 4.205
S 2.574 1.769 -1.877
C 4.870 -3.049 -0.870
H -1.898 0.450 1.735
C 2.278 -4.325 -0.775
C -1.716 -4.090 -3.565
N 0.363 3.126 -2.723
Cl 6.138 -5.363 -0.546
H -2.001 -2.911 4.370
C -0.693 -3.773 -4.453
*
```

Output
Total energy = -6309.69849 Eh
ΔE to the lowest compared entry with this formula, charge and spin = 0.000 eV
HOMO energy (spin up / spin down) = -6.01 / -6.82 eV
Orbital gap (spin up / spin down) = 6.221 / 5.847 eV
M = 889.9 Da
Largest force on an atom = 0.076 Eh/bohr

=====

The following is a quantum chemistry calculation of a structure of composition C34H36BrIrN3O5Se2Si in a non-equilibrium geometry, from the Open Molecules 2025 dataset.

Structure (ORCA input):
```
! wB97M-V def2-TZVPD RIJCOSX def2/J DEFGRID3
* xyz 0 2
O 0.338 -2.447 -3.848
O -0.078 -1.956 -1.734
C -3.283 -0.364 4.189
C 0.834 -2.074 3.270
C -2.299 1.774 4.621
H 3.984 -1.492 1.937
C -5.631 -0.300 -1.806
H -1.712 4.953 -2.407
C -4.394 1.296 -0.508
C -2.952 0.643 5.082
C -2.255 0.872 2.381
H -0.395 1.806 -5.660
C -1.951 1.885 3.286
H 2.202 -4.592 -2.758
Se -0.504 -2.478 1.869
H -2.056 2.572 5.309
C 2.417 -3.458 1.852
H -3.213 -1.028 2.159
H 2.440 -0.428 -1.845
H 2.035 -3.540 -0.075
O 2.287 2.084 -0.866
C 4.792 -2.795 -1.560
H 0.089 6.100 -1.164
Ir 0.218 -0.590 0.085
C -1.721 3.246 -1.117
C -0.266 5.134 -0.836
Se 2.262 0.222 1.326
C -0.163 3.291 0.692
H 4.779 -0.682 -1.169
N 0.242 2.092 -3.687
H 0.206 3.422 -5.257
C 3.101 -1.155 2.484
H -2.602 -1.524 -0.944
C -1.274 4.486 -1.534
H 0.299 2.814 1.545
C 2.765 -3.745 -2.392
C -5.538 0.944 -1.203
H 3.459 -3.805 1.794
Si -1.721 0.884 0.545
N 0.599 0.887 -1.845
H 4.071 -2.890 4.091
H -1.068 -0.724 -2.770
H 2.206 2.851 -3.596
H -1.508 0.190 -4.187
H 3.444 -0.585 3.351
C -3.428 -0.827 -1.020
H -1.451 2.778 2.942
C 2.895 -1.402 -1.889
Br 6.600 -3.010 -0.992
H 2.690 -3.976 4.373
C -4.575 -1.190 -1.704
H -3.806 -1.243 4.535
C 2.157 -2.498 -2.318
C -0.378 2.580 -4.889
H 0.996 3.804 -2.696
C -3.316 0.421 -0.416
H -6.364 1.637 -1.274
H -3.205 0.547 6.130
H 1.083 5.019 0.823
C 4.217 -1.539 -1.510
H -4.339 2.261 -0.025
O 2.594 -2.267 5.395
H 2.806 -1.330 5.319
C 2.979 -2.932 4.224
C 0.698 -2.300 -2.690
H 4.565 -4.870 -2.040
H -6.524 -0.576 -2.349
H -4.643 -2.168 -2.159
C -0.117 1.016 -2.964
C 0.289 4.529 0.281
H -2.501 2.741 -1.670
H -1.398 2.919 -4.697
C 1.293 2.794 -2.996
C 4.087 -3.902 -2.005
H 0.701 -1.020 3.533
N -1.080 0.166 -3.279
C 2.302 -2.380 2.938
C 1.484 1.910 -1.755
H 0.534 -2.678 4.129
O 2.021 -2.886 0.632
H 1.779 -4.315 2.113
C -1.188 2.636 0.015
C -2.938 -0.247 2.855
*
```

Output
Total energy = -9628.41938 Eh
ΔE to the lowest compared entry with this formula, charge and spin = 2.684 eV
HOMO energy (spin up / spin down) = -7.39 / -7.41 eV
Orbital gap (spin up / spin down) = 5.901 / 5.429 eV
M = 1024.8 Da
Largest force on an atom = 0.049 Eh/bohr

=====

The following is a quantum chemistry calculation of a structure of composition C34H36Cl5EuN7O2, from the Open Molecules 2025 dataset.

Structure (ORCA input):
```
! wB97M-V def2-TZVPD RIJCOSX def2/J DEFGRID3
* xyz 0 8
N 1.512 -3.911 2.772
C -2.909 0.192 -3.019
C 5.228 -1.290 0.676
H -2.266 2.624 -2.016
H -3.111 -4.882 -0.027
H -3.898 0.500 -3.368
H 0.570 0.441 3.764
H 1.303 -3.250 -3.375
C 4.931 -1.182 -1.689
O -1.410 0.243 -1.092
C 0.008 2.872 2.668
H -0.423 -4.778 -3.378
C 0.836 1.188 -2.862
C 0.958 -2.587 -2.579
H -2.327 -5.874 -2.199
H -2.838 -0.892 -3.162
H 0.902 -1.161 -4.222
C -0.967 3.844 2.866
Cl -0.578 5.456 3.353
C -1.657 -3.309 -0.123
H 5.288 -1.319 -2.702
C -0.216 -3.249 -1.896
C -1.855 -4.993 -1.783
H 0.951 -5.404 1.406
N 1.756 2.055 -0.822
C 3.652 -0.676 -1.469
H 1.775 -2.532 -1.853
H 0.505 -0.207 5.407
C 1.450 -2.742 1.990
H -1.992 -2.845 0.797
O 1.676 -2.822 0.791
C -2.304 3.478 2.698
H -4.738 -0.129 -1.190
Cl -4.268 1.643 2.362
C 2.872 4.164 -0.662
C -0.803 -4.384 -2.445
H 0.930 -2.647 5.813
C -3.744 -0.223 -0.740
C 1.326 -3.847 4.115
H 0.930 1.364 -3.946
H -3.808 0.127 0.292
C -2.926 2.055 -1.354
C 3.934 -0.822 0.798
C -2.292 -4.451 -0.587
H 1.901 -5.948 2.813
H 3.480 -0.685 1.773
C 2.535 4.454 -1.972
H 3.207 0.776 -2.926
H 2.702 2.677 0.880
Eu 0.400 -0.248 0.168
H -0.405 -0.973 -3.041
N 1.127 -1.572 2.601
H 1.617 3.664 -3.760
N -0.650 -2.713 -0.751
N 0.719 -0.319 4.434
H -3.476 -1.284 -0.725
C 1.778 -5.162 2.071
H 3.427 4.858 -0.046
C 1.073 -2.687 4.744
C -2.692 0.553 -1.541
C 2.821 -0.210 -2.652
H 2.820 5.400 -2.418
H 2.682 -5.067 1.476
C -2.614 2.153 2.409
H -3.957 2.367 -1.554
H -2.170 0.668 -3.667
H 5.816 -1.503 1.558
H -2.682 2.326 -0.325
C 0.977 -1.521 3.909
Cl -3.562 4.635 2.927
C -0.233 1.598 2.216
C 1.856 3.502 -2.716
C 1.498 2.309 -2.106
H -0.221 1.170 -2.601
H 3.047 -0.854 -3.511
H 1.398 -4.790 4.642
C -1.563 1.268 2.185
N 3.158 -0.521 -0.247
N 1.373 -0.118 -2.456
C 0.653 -1.189 -3.150
C 5.729 -1.488 -0.604
H 6.728 -1.879 -0.752
Cl 1.659 3.283 3.248
Cl -1.992 -0.461 1.966
C 2.466 2.947 -0.138
*
```

Output
Total energy = -4862.38662 Eh
ΔE to the lowest compared entry with this formula, charge and spin = 0.711 eV
HOMO energy (spin up / spin down) = -5.61 / -7.48 eV
Orbital gap (spin up / spin down) = 5.965 / 7.830 eV
M = 903.9 Da
Largest force on an atom = 0.014 Eh/bohr